Computed, not measured: a cluster of 3 separate species, C3H14N2O2 in total, with ωB97M-V/def2-TZVPD.

Each line ends with the Löwdin charge.
CARTESIAN COORDINATES (ANGSTROEM)
C1 -1.192 -0.718 1.491  -0.17
C2 -0.430 0.607 1.273  -0.35
N1 -0.518 1.035 -0.109  -0.11
C3 0.300 2.280 -0.272  -0.39
N2 0.518 2.585 -1.647  -0.01
H1 -2.220 -0.390 1.311  0.04
H2 -1.165 -1.093 2.517  0.06
H3 -1.020 -1.428 0.669  0.05
H4 -1.012 1.435 1.724  0.10
H5 0.591 0.565 1.680  0.10
H6 -1.411 1.372 -0.446  0.08
H7 1.230 2.069 0.289  0.09
H8 -0.137 3.037 0.400  0.10
H9 0.021 3.277 -2.187  0.05
H10 0.538 1.757 -2.231  0.06
H11 -1.042 -2.554 -4.606  -0.04
H12 -1.219 -2.142 -3.243  -0.05
O1 -0.522 -2.080 -3.934  -0.37
H13 3.273 -2.594 2.693  0.00
H14 2.925 -3.849 2.039  0.00
O2 2.493 -3.170 2.589  -0.22

Computed properties:
* E_LUMO (spin up / spin down): 3.29 / 3.58 eV
* highest occupied orbital energy (spin up / spin down): 1.294 / -5.704 eV
* energy relative to the best compared isomer or geometry (same formula, charge and spin): 162.3 kJ/mol
* charge: -1
* orbital gap (spin up / spin down): 2.00 / 9.29 eV
* 2S+1: 2


Computed, not measured: a cluster of 3 separate species, C3H14N2O2 in total, with ωB97M-V/def2-TZVPD.

Each line ends with the Löwdin charge.
CARTESIAN COORDINATES (ANGSTROEM)
N1 2.376 0.201 0.510  0.02
C1 1.578 0.026 -0.734  -0.44
C2 2.004 -1.041 -1.761  -0.07
C3 1.315 1.482 -1.191  -0.26
N2 0.656 2.180 -0.093  -0.02
H1 1.826 0.543 1.274  0.05
H2 2.900 -0.638 0.709  0.06
H3 0.642 -0.396 -0.356  0.11
H4 3.089 -1.160 -1.819  0.07
H5 1.791 -0.742 -2.797  0.07
H6 1.572 -2.046 -1.652  0.07
H7 2.270 1.843 -1.570  0.11
H8 0.610 1.468 -2.013  0.10
H9 1.267 2.635 0.594  0.07
H10 0.254 3.083 -0.352  0.07
H11 -3.152 -2.595 0.632  0.03
H12 -1.719 -2.509 0.892  0.03
O1 -2.439 -1.963 0.560  -0.06
H13 -5.077 -0.148 2.478  0.05
H14 -6.069 0.283 3.542  0.02
O2 -5.695 -0.505 3.147  -0.07

Computed properties:
* E_LUMO: 0.76 eV
* highest occupied orbital energy: -8.698 eV
* energy relative to the best compared isomer or geometry (same formula, charge and spin): 133.4 kJ/mol
* orbital gap: 9.45 eV
* 2S+1: 1


Computed, not measured: a cluster of 3 separate species, C3H14N2O2 in total, with ωB97M-V/def2-TZVPD.

Each line ends with the Löwdin charge.
CARTESIAN COORDINATES (ANGSTROEM)
N1 0.637 2.159 -1.035  -0.07
C1 0.457 1.633 0.297  -0.34
C2 1.003 0.152 0.423  -0.18
C3 0.608 -0.277 1.882  -0.27
N2 0.928 -1.689 2.110  -0.01
H1 1.638 1.922 -1.267  0.08
H2 0.022 1.559 -1.688  0.10
H3 -0.673 1.723 0.603  0.14
H4 1.088 2.264 0.982  0.12
H5 0.487 -0.647 -0.164  0.10
H6 2.102 0.129 0.131  0.12
H7 -0.379 -0.115 2.091  0.08
H8 1.286 0.162 2.601  0.10
H9 1.729 -1.708 2.699  0.06
H10 0.213 -2.267 2.409  0.04
H11 0.222 -4.200 0.624  0.01
H12 0.707 -2.725 0.194  -0.01
O1 0.085 -3.449 0.081  -0.07
H13 -2.718 2.614 -3.435  0.02
H14 -3.076 1.141 -3.766  0.05
O2 -3.337 1.925 -3.225  -0.07

Computed properties:
* E_LUMO: 0.83 eV
* highest occupied orbital energy: -8.858 eV
* energy relative to the best compared isomer or geometry (same formula, charge and spin): 176.5 kJ/mol
* orbital gap: 9.69 eV
* 2S+1: 1